# 1
{
  "formula": "C20H16ClIN4O3STi",
  "method": "the ωB97M-V functional and the def2-TZVPD basis",
  "charge": 1,
  "s_squared": 0.754,
  "e_lumo_ha": [-0.1225, -0.1215],
  "spin_multiplicity": 2,
  "energy_ha": -3221.9355,
  "e_homo_ev": [-10.18, -10.28],
  "homo_lumo_gap_ev": [6.85, 6.98],
  "species": ["Ti", "Cl", "C", "C", "C", "I", "C", "O", "C", "N", "C", "C", "C", "C", "H", "H", "H", "H", "C", "N", "C", "C", "N", "C", "S", "C", "C", "C", "C", "C", "N", "H", "H", "H", "H", "H", "H", "H", "H", "H", "C", "O", "C", "O", "H", "H", "H"],
  "xyz": [[0.10, 0.52, -0.43], [-6.76, 0.89, -0.38], [-5.11, 0.49, -0.04], [-4.80, -0.69, 0.58], [-3.47, -1.01, 0.87], [-2.99, -2.79, 1.86], [-2.42, -0.17, 0.56], [-1.15, -0.43, 0.83], [-2.75, 1.03, -0.13], [-1.69, 1.81, -0.49], [-1.91, 2.96, -1.08], [-3.20, 3.43, -1.35], [-4.28, 2.65, -1.03], [-4.08, 1.40, -0.41], [-5.59, -1.37, 0.85], [-1.04, 3.54, -1.36], [-3.33, 4.39, -1.82], [-5.29, 2.97, -1.25], [0.51, -0.29, 4.09], [1.42, -0.61, 3.01], [2.05, -1.83, 2.82], [2.69, -1.78, 1.63], [2.42, -0.53, 1.08], [1.64, 0.19, 1.96], [1.04, 1.76, 1.72], [3.07, 0.01, -0.06], [4.40, -0.26, -0.32], [4.94, 0.26, -1.49], [4.16, 1.03, -2.33], [2.84, 1.26, -1.96], [2.30, 0.74, -0.86], [0.79, -0.87, 4.97], [-0.51, -0.54, 3.80], [0.57, 0.77, 4.32], [1.98, -2.62, 3.54], [3.26, -2.52, 1.11], [5.00, -0.83, 0.37], [5.98, 0.06, -1.73], [4.55, 1.44, -3.24], [2.18, 1.85, -2.58], [0.59, -3.17, -2.22], [0.08, -1.94, -2.76], [0.07, -0.91, -1.97], [-0.41, 0.17, -2.39], [1.54, -3.39, -2.71], [-0.13, -3.95, -2.45], [0.72, -3.09, -1.14]]
}

---

# 2
{
  "formula": "C4H7N3",
  "method": "the ωB97M-V functional and the def2-TZVPD basis",
  "e_lumo_ha": 0.0229,
  "energy_ha": -320.7463,
  "e_homo_ev": -7.85,
  "homo_lumo_gap_ev": 8.47,
  "species": ["N", "C", "C", "C", "N", "C", "N", "H", "H", "H", "H", "H", "H", "H"],
  "xyz": [[-2.54, -0.37, -0.05], [-1.13, -0.20, -0.05], [-0.12, -1.13, 0.08], [1.06, -0.23, 0.11], [2.43, -0.64, 0.16], [0.66, 1.16, -0.03], [-0.67, 1.12, -0.15], [-2.92, -0.31, -1.00], [-2.75, -1.31, 0.28], [0.67, -0.10, 1.32], [2.91, -0.31, -0.67], [2.46, -1.66, 0.15], [1.25, 2.07, -0.06], [-1.29, 1.93, -0.08]]
}

---

# 3
{
  "formula": "C72H162N6O12",
  "method": "the ωB97M-V functional and the def2-TZVPD basis",
  "e_lumo_ha": 0.0180,
  "energy_ha": -4071.5581,
  "e_homo_ev": -8.31,
  "homo_lumo_gap_ev": 8.80,
  "species": ["C", "C", "C", "C", "C", "C", "C", "C", "C", "N", "O", "H", "H", "H", "H", "H", "H", "H", "H", "H", "H", "H", "H", "H", "H", "H", "H", "H", "H", "H", "C", "C", "C", "C", "C", "C", "C", "C", "C", "N", "O", "H", "H", "H", "H", "H", "H", "H", "H", "H", "H", "H", "H", "H", "H", "H", "H", "H", "H", "H", "C", "C", "C", "C", "C", "C", "C", "C", "C", "N", "O", "H", "H", "H", "H", "H", "H", "H", "H", "H", "H", "H", "H", "H", "H", "H", "H", "H", "H", "H", "C", "C", "C", "C", "C", "C", "C", "C", "C", "N", "O", "H", "H", "H", "H", "H", "H", "H", "H", "H", "H", "H", "H", "H", "H", "H", "H", "H", "H", "H", "C", "C", "C", "C", "C", "C", "C", "C", "C", "N", "O", "H", "H", "H", "H", "H", "H", "H", "H", "H", "H", "H", "H", "H", "H", "H", "H", "H", "H", "H", "C", "C", "C", "C", "C", "C", "C", "C", "C", "N", "O", "H", "H", "H", "H", "H", "H", "H", "H", "H", "H", "H", "H", "H", "H", "H", "H", "H", "H", "H", "C", "C", "C", "O", "H", "H", "H", "H", "H", "H", "H", "H", "C", "C", "C", "O", "H", "H", "H", "H", "H", "H", "H", "H", "C", "C", "C", "O", "H", "H", "H", "H", "H", "H", "H", "H", "C", "C", "C", "O", "H", "H", "H", "H", "H", "H", "H", "H", "C", "C", "C", "O", "H", "H", "H", "H", "H", "H", "H", "H", "C", "C", "C", "O", "H", "H", "H", "H", "H", "H", "H", "H"],
  "xyz": [[-0.62, 5.69, 4.77], [-1.50, 4.58, 4.19], [-1.15, 4.46, 2.63], [-1.07, 3.28, 4.90], [-1.73, 2.99, 6.23], [-3.23, 3.13, 6.12], [-3.65, 4.50, 5.58], [-5.13, 4.44, 5.27], [-3.41, 5.70, 6.54], [-2.95, 4.66, 4.30], [-3.30, 5.90, 3.57], [-0.70, 5.69, 5.90], [0.43, 5.55, 4.53], [-0.94, 6.69, 4.42], [-1.15, 5.40, 2.09], [-0.11, 4.06, 2.54], [-1.86, 3.77, 2.16], [-1.40, 2.39, 4.31], [0.04, 3.26, 4.97], [-1.48, 2.02, 6.63], [-1.40, 3.66, 7.02], [-3.77, 3.04, 7.09], [-3.60, 2.33, 5.43], [-5.43, 3.70, 4.59], [-5.58, 5.40, 5.02], [-5.62, 4.27, 6.22], [-3.51, 6.64, 5.99], [-2.43, 5.64, 7.04], [-4.17, 5.68, 7.30], [-4.17, 5.69, 3.16], [-4.22, -4.16, 2.45], [-3.31, -5.42, 2.50], [-1.85, -4.88, 2.37], [-3.44, -6.09, 3.83], [-2.73, -7.45, 3.87], [-3.35, -8.32, 2.80], [-3.21, -7.72, 1.40], [-1.75, -7.77, 0.84], [-4.13, -8.53, 0.47], [-3.79, -6.38, 1.50], [-3.49, -5.81, 0.14], [-3.97, -3.35, 1.75], [-5.27, -4.39, 2.33], [-4.10, -3.73, 3.48], [-1.87, -3.85, 2.70], [-1.04, -5.39, 2.88], [-1.64, -4.78, 1.30], [-3.02, -5.39, 4.55], [-4.55, -6.28, 4.03], [-1.71, -7.40, 3.64], [-2.84, -8.00, 4.87], [-4.35, -8.69, 3.11], [-2.70, -9.21, 2.78], [-1.37, -8.81, 0.81], [-1.08, -7.17, 1.47], [-1.78, -7.36, -0.15], [-3.96, -8.44, -0.59], [-5.20, -8.32, 0.73], [-3.98, -9.57, 0.72], [-4.34, -5.76, -0.31], [5.35, 4.18, -5.44], [6.32, 3.08, -4.96], [7.75, 3.56, -5.21], [6.12, 2.84, -3.48], [4.86, 1.99, -3.25], [4.88, 0.67, -3.99], [4.91, 1.03, -5.45], [5.06, -0.22, -6.33], [3.51, 1.59, -5.92], [6.11, 1.84, -5.73], [6.06, 2.27, -7.08], [4.48, 4.18, -4.80], [5.89, 5.16, -5.42], [5.06, 4.07, -6.49], [8.00, 4.22, -4.40], [8.45, 2.71, -5.10], [7.85, 4.10, -6.17], [7.00, 2.39, -3.09], [5.97, 3.82, -3.00], [4.71, 1.85, -2.15], [3.99, 2.60, -3.58], [3.92, 0.21, -3.91], [5.59, -0.05, -3.55], [5.03, 0.03, -7.37], [4.18, -0.80, -6.23], [5.97, -0.80, -6.08], [3.44, 1.60, -7.01], [3.32, 2.57, -5.54], [2.85, 0.79, -5.58], [6.83, 1.89, -7.55], [3.36, 6.61, 3.49], [4.23, 5.42, 2.88], [5.22, 5.09, 4.00], [3.33, 4.22, 2.55], [2.59, 4.44, 1.24], [3.66, 4.56, 0.26], [4.50, 5.82, 0.46], [5.61, 5.84, -0.65], [3.67, 7.06, 0.25], [5.14, 5.69, 1.75], [5.75, 6.92, 2.06], [3.01, 6.32, 4.46], [4.04, 7.45, 3.64], [2.49, 6.89, 2.91], [5.98, 4.40, 3.60], [5.72, 5.89, 4.47], [4.74, 4.49, 4.76], [4.06, 3.30, 2.48], [2.71, 4.11, 3.47], [1.92, 3.57, 1.09], [1.96, 5.34, 1.43], [3.25, 4.62, -0.77], [4.29, 3.70, 0.38], [6.23, 6.69, -0.45], [5.20, 6.06, -1.63], [6.24, 4.97, -0.60], [4.38, 7.86, -0.04], [3.12, 7.43, 1.09], [2.91, 7.00, -0.51], [6.68, 6.84, 2.04], [-5.63, -2.56, -0.82], [-6.00, -1.15, -0.26], [-5.86, -0.05, -1.36], [-7.32, -1.32, 0.46], [-7.65, -0.12, 1.35], [-6.57, 0.06, 2.41], [-5.16, 0.19, 1.82], [-4.98, 1.59, 1.23], [-4.08, -0.03, 2.93], [-4.97, -0.88, 0.85], [-3.76, -0.68, 0.17], [-4.62, -2.54, -1.23], [-5.80, -3.26, 0.00], [-6.24, -2.73, -1.68], [-6.06, 0.93, -1.02], [-4.86, -0.16, -1.74], [-6.63, -0.31, -2.07], [-8.18, -1.46, -0.18], [-7.15, -2.21, 1.13], [-7.56, 0.79, 0.73], [-8.61, -0.12, 1.87], [-6.44, -0.80, 3.06], [-6.65, 0.92, 3.09], [-5.66, 1.85, 0.53], [-4.00, 1.68, 0.76], [-5.05, 2.39, 2.01], [-4.43, -0.90, 3.48], [-4.07, 0.85, 3.59], [-3.14, -0.31, 2.48], [-3.27, -1.48, 0.36], [-1.20, -1.68, -1.46], [0.16, -1.87, -0.84], [0.50, -3.35, -0.66], [1.34, -1.27, -1.64], [1.34, 0.27, -1.58], [1.40, 0.84, -0.12], [0.23, 0.26, 0.70], [0.35, 0.51, 2.23], [-1.01, 1.03, 0.23], [0.21, -1.21, 0.55], [-1.01, -1.69, 1.24], [-1.92, -2.20, -0.78], [-1.46, -0.63, -1.61], [-1.29, -2.27, -2.36], [-0.30, -3.93, -0.21], [0.72, -3.80, -1.65], [1.40, -3.46, -0.03], [2.27, -1.66, -1.17], [1.33, -1.54, -2.70], [2.05, 0.74, -2.28], [0.40, 0.61, -2.04], [1.27, 1.89, -0.09], [2.31, 0.46, 0.36], [-0.41, 0.04, 2.81], [0.24, 1.58, 2.38], [1.28, 0.18, 2.70], [-1.96, 0.66, 0.64], [-1.08, 1.16, -0.83], [-0.86, 2.07, 0.55], [-0.66, -2.17, 2.03], [3.32, -4.10, 2.44], [1.85, -4.11, 2.81], [1.74, -4.46, 4.30], [1.13, -2.85, 2.66], [3.71, -5.15, 2.60], [3.97, -3.44, 3.05], [3.37, -3.84, 1.38], [1.37, -4.93, 2.20], [2.16, -3.74, 5.00], [2.20, -5.47, 4.45], [0.69, -4.66, 4.52], [1.56, -2.35, 1.95], [5.35, 0.64, 1.09], [5.88, -0.81, 0.91], [6.65, -1.23, 2.07], [4.72, -1.61, 0.61], [4.93, 1.06, 0.20], [6.24, 1.26, 1.41], [4.55, 0.62, 1.85], [6.50, -0.85, -0.03], [7.09, -2.24, 2.05], [6.06, -1.06, 2.96], [7.60, -0.69, 2.16], [4.46, -1.56, -0.30], [-1.23, 4.71, -2.82], [-0.16, 3.56, -2.83], [0.40, 3.27, -4.24], [0.80, 3.77, -1.88], [-0.73, 5.56, -3.28], [-1.69, 5.02, -1.85], [-2.04, 4.56, -3.45], [-0.73, 2.67, -2.43], [0.90, 4.14, -4.66], [-0.41, 3.03, -4.96], [1.13, 2.47, -4.25], [1.34, 4.51, -2.15], [-3.94, 0.19, -6.86], [-2.40, -0.05, -6.97], [-1.56, 1.01, -6.28], [-2.06, -1.41, -6.58], [-4.20, 1.08, -7.48], [-4.26, 0.22, -5.83], [-4.44, -0.68, -7.29], [-2.17, -0.02, -8.00], [-1.21, 1.74, -6.94], [-0.68, 0.50, -5.91], [-2.00, 1.53, -5.42], [-2.17, -1.48, -5.65], [-4.30, -3.90, -5.22], [-3.43, -3.52, -3.98], [-3.53, -4.50, -2.80], [-2.12, -3.45, -4.51], [-4.32, -4.99, -5.42], [-3.89, -3.38, -6.14], [-5.34, -3.57, -4.95], [-3.68, -2.51, -3.65], [-2.90, -4.31, -1.93], [-3.37, -5.54, -3.18], [-4.55, -4.53, -2.35], [-2.17, -4.00, -5.31], [2.15, -6.83, 0.24], [1.54, -6.90, -1.18], [2.43, -6.14, -2.21], [1.45, -8.25, -1.57], [1.46, -7.15, 1.03], [2.48, -5.85, 0.45], [3.00, -7.49, 0.39], [0.56, -6.48, -1.11], [2.24, -6.53, -3.22], [3.48, -6.24, -1.99], [2.18, -5.08, -2.15], [0.93, -8.74, -0.92]]
}